1.
# C17H27ClN2O3S2

C17H27ClN2O3S2 in the gas phase (wB97M-V/def2-TZVPD, the Open Molecules 2025 dataset).

Summary:
orbital gap	9.3	eV
energy	-61382.94139	eV
strongest force on any atom	0.153	eV/Å
HOMO energy	-8.82	eV

Bonds (Å) are listed after each position.
Cartesian coordinates (Å):
1 C -0.715 -1.596 -4.249  C2 1.521, H26 1.090, H27 1.090, H28 1.091
2 C -1.718 -0.580 -3.724  C1 1.521, S3 1.811, H29 1.090, H30 1.093
3 S -0.877 1.000 -3.446  C2 1.811, C4 1.826
4 C -2.273 1.962 -2.768  S3 1.826, C5 1.519, C6 1.531, H31 1.092
5 C -3.197 2.480 -3.857  C4 1.519, H32 1.091, H33 1.087, H34 1.090
6 C -1.694 3.122 -1.953  C4 1.531, O7 1.219, N8 1.363
7 O -1.723 4.254 -2.404  C6 1.219
8 N -1.178 2.852 -0.720  C6 1.363, C9 1.454, C10 1.451
9 C -0.664 3.964 0.065  N8 1.454, H35 1.085, H36 1.092, H37 1.093
10 C -1.021 1.534 -0.135  N8 1.451, C11 1.529, H38 1.095, H39 1.086
11 C 0.450 1.143 0.007  C10 1.529, O12 1.414, H40 1.095, H41 1.091
12 O 0.579 -0.182 0.482  C11 1.414, C13 1.415
13 C 0.532 -1.154 -0.545  O12 1.415, C14 1.546, H42 1.096, H43 1.095
14 C 0.797 -2.553 0.057  C13 1.546, N15 1.449, H44 1.091, H45 1.087
15 N 1.022 -2.529 1.488  C14 1.449, C16 1.448, C17 1.356
16 C -0.145 -2.563 2.344  N15 1.448, H46 1.087, H47 1.093, H48 1.092
17 C 2.269 -2.195 1.904  N15 1.356, O18 1.220, C19 1.498
18 O 3.190 -1.998 1.129  C17 1.220
19 C 2.476 -2.049 3.381  C17 1.498, C20 1.432, C24 1.355
20 C 2.414 -0.790 4.060  C19 1.432, C21 1.498, C22 1.359
21 C 2.073 0.491 3.361  C20 1.498, H49 1.089, H50 1.091, H51 1.093
22 C 2.697 -0.921 5.383  C20 1.359, S23 1.716, H52 1.079
23 S 3.056 -2.539 5.828  C22 1.716, C24 1.715
24 C 2.798 -3.065 4.217  C19 1.355, S23 1.715, Cl25 1.716
25 Cl 2.946 -4.721 3.790  C24 1.716
26 H -1.202 -2.556 -4.424  C1 1.090
27 H -0.279 -1.258 -5.189  C1 1.090
28 H 0.096 -1.751 -3.536  C1 1.091
29 H -2.529 -0.435 -4.437  C2 1.090
30 H -2.153 -0.920 -2.780  C2 1.093
31 H -2.822 1.289 -2.106  C4 1.092
32 H -4.042 3.011 -3.417  C5 1.091
33 H -2.663 3.170 -4.504  C5 1.087
34 H -3.578 1.650 -4.453  C5 1.090
35 H -1.118 4.884 -0.288  C9 1.085
36 H -0.915 3.804 1.115  C9 1.092
37 H 0.420 4.058 -0.026  C9 1.093
38 H -1.494 1.519 0.853  C10 1.095
39 H -1.516 0.791 -0.753  C10 1.086
40 H 0.953 1.266 -0.959  C11 1.095
41 H 0.945 1.781 0.741  C11 1.091
42 H -0.441 -1.136 -1.049  C13 1.096
43 H 1.296 -0.921 -1.294  C13 1.095
44 H -0.058 -3.206 -0.124  C14 1.091
45 H 1.677 -2.989 -0.410  C14 1.087
46 H 0.154 -2.548 3.389  C16 1.087
47 H -0.789 -1.701 2.149  C16 1.093
48 H -0.714 -3.477 2.162  C16 1.092
49 H 2.220 1.344 4.021  C21 1.089
50 H 2.694 0.615 2.473  C21 1.091
51 H 1.032 0.485 3.026  C21 1.093
52 H 2.730 -0.139 6.124  C22 1.079

---

2.
# C3H6O2

C3H6O2 in the gas phase in a non-equilibrium geometry (wB97M-V/def2-TZVPD, the Open Molecules 2025 dataset).

Summary:
orbital gap	11.5	eV
energy	-7303.22458	eV
strongest force on any atom	1.879	eV/Å
HOMO energy	-10.55	eV

Bonds (Å) are listed after each position.
Cartesian coordinates (Å):
1 C 1.851 0.008 -0.005  O2 1.442, H6 1.121, H7 1.104, H8 1.099
2 O 0.533 -0.572 -0.075  C1 1.442, C3 1.351
3 C -0.448 0.356 -0.053  O2 1.351, C4 1.494, O5 1.216
4 C -1.783 -0.313 -0.001  C3 1.494, H9 1.139, H10 1.123, H11 1.140
5 O -0.238 1.553 -0.021  C3 1.216
6 H 1.898 0.725 0.856  C1 1.121
7 H 2.527 -0.841 0.195  C1 1.104
8 H 2.090 0.555 -0.928  C1 1.099
9 H -2.553 0.445 -0.361  C4 1.139
10 H -1.841 -1.226 -0.653  C4 1.123
11 H -2.034 -0.691 1.045  C4 1.140

---

3.
# C4H28O10

10 unconnected molecules or ions with the total composition C4H28O10 in a non-equilibrium geometry (wB97M-V/def2-TZVPD, the Open Molecules 2025 dataset).

Summary:
orbital gap	9.0	eV
energy	-25075.33051	eV
strongest force on any atom	1.529	eV/Å
HOMO energy	-9.33	eV

Bonds (Å) are listed after each position.
Cartesian coordinates (Å):
1 C 3.289 1.200 -0.418  O2 1.436, H3 1.090, H4 1.090, H5 1.090
2 O 4.281 0.576 0.412  C1 1.436, H6 0.960
3 H 3.159 0.616 -1.329  C1 1.090
4 H 2.377 1.264 0.175  C1 1.090
5 H 3.563 2.180 -0.807  C1 1.090
6 H 4.573 1.236 1.045  O2 0.960
7 C -1.175 3.305 -2.551  O8 1.422, H9 1.090, H10 1.090, H11 1.090
8 O -2.451 3.532 -1.968  C7 1.422, H12 0.960
9 H -0.596 2.652 -1.897  C7 1.090
10 H -1.127 2.808 -3.520  C7 1.090
11 H -0.653 4.259 -2.627  C7 1.090
12 H -2.417 3.525 -1.008  O8 0.960
13 C -3.238 0.524 1.638  O14 1.439, H15 1.090, H16 1.090, H17 1.090
14 O -2.996 0.989 2.978  C13 1.439, H18 0.960
15 H -4.180 -0.012 1.526  C13 1.090
16 H -3.108 1.354 0.943  C13 1.090
17 H -2.420 -0.096 1.269  C13 1.090
18 H -2.419 1.748 2.868  O14 0.960
19 C 0.307 -4.633 -0.541  O20 1.417, H21 1.090, H22 1.090, H23 1.090
20 O 0.147 -3.254 -0.259  C19 1.417, H24 0.960
21 H 0.306 -4.673 -1.630  C19 1.090
22 H 1.272 -5.042 -0.242  C19 1.090
23 H -0.463 -5.281 -0.120  C19 1.090
24 H 0.623 -2.756 -0.927  O20 0.960
25 O -0.025 -0.484 -2.592  H26 0.957, H27 0.957
26 H -0.745 -0.594 -3.213  O25 0.957
27 H 0.766 -0.601 -3.119  O25 0.957
28 O 1.918 -1.204 1.769  H29 0.957, H30 0.957
29 H 2.746 -0.737 1.650  O28 0.957
30 H 2.142 -2.126 1.641  O28 0.957
31 O 0.572 0.725 3.519  H32 0.957, H33 0.957
32 H 0.983 0.111 2.911  O31 0.957
33 H 0.431 0.216 4.317  O31 0.957
34 O -2.163 -2.093 -1.327  H35 0.957, H36 0.957
35 H -1.606 -1.326 -1.461  O34 0.957
36 H -1.655 -2.661 -0.749  O34 0.957
37 O -0.195 2.231 1.443  H38 0.957, H39 0.957
38 H -0.258 1.477 0.857  O37 0.957
39 H 0.176 1.877 2.251  O37 0.957
40 O -0.004 0.054 -0.117  H41 0.957, H42 0.957
41 H 0.098 -0.081 -1.059  O40 0.957
42 H 0.164 -0.806 0.269  O40 0.957